Below is one molecule with the formula C13H15I, with properties calculated with ωB97M-V/def2-TZVPD.

Each atom is followed by the atoms it is bonded to, with distances in Å.
Geometry (Å):
1 C 0.52338 0.71515 -1.70166  C2 1.332, C6 1.499, H15 1.077
2 C 0.22410 1.43083 -0.61854  C1 1.332, C5 1.498, C11 1.488
3 C -0.01537 -2.42449 1.59024  C4 1.541, C7 1.509, H16 1.088, H17 1.089
4 C -0.39353 -1.12946 2.33587  C3 1.541, C9 1.542, H18 1.088, H19 1.088
5 C 0.52796 0.65527 0.62644  C2 1.498, C8 1.532, C9 1.536, H20 1.089
6 C 1.13702 -0.61566 -1.38562  C1 1.499, C8 1.529, C10 1.532, C12 1.516
7 C 0.21839 -1.60584 0.34425  C3 1.509, C8 1.548, C9 1.577, C10 1.429
8 C 1.33103 -0.55096 0.12991  C5 1.532, C6 1.529, C7 1.548
9 C -0.54065 -0.38555 0.99306  C4 1.542, C5 1.536, C7 1.577, C13 1.510
10 C 0.18848 -1.77738 -1.07428  C6 1.532, C7 1.429, I14 2.114
11 C -0.33009 2.81126 -0.56870  C2 1.488, H21 1.090, H22 1.087, H23 1.090
12 C 2.27548 -0.96926 -2.32282  C6 1.516, H24 1.088, H25 1.088, H26 1.088
13 C -1.96639 -0.14657 0.55655  C9 1.510, H27 1.087, H28 1.090, H29 1.088
14 I 0.38395 -3.70535 -1.91983  C10 2.114
15 H 0.39678 1.03105 -2.72303  C1 1.077
16 H 0.85772 -2.96282 1.95407  C3 1.088
17 H -0.84706 -3.11851 1.48111  C3 1.089
18 H -1.30282 -1.17053 2.93128  C4 1.088
19 H 0.42152 -0.74396 2.94434  C4 1.088
20 H 0.90664 1.24937 1.45623  C5 1.089
21 H -1.26778 2.82611 -0.01377  C11 1.090
22 H -0.50493 3.19495 -1.57095  C11 1.087
23 H 0.36816 3.47265 -0.05529  C11 1.090
24 H 2.84892 -1.80637 -1.93140  C12 1.088
25 H 2.93809 -0.11218 -2.42339  C12 1.088
26 H 1.88699 -1.23252 -3.30485  C12 1.088
27 H -2.01070 0.18491 -0.47804  C13 1.087
28 H -2.41649 0.61597 1.19172  C13 1.090
29 H -2.54492 -1.06362 0.64914  C13 1.088

Computed properties:
Energy above the lowest of the compared OMol25 structures with the same formula, charge and spin (kcal/mol): 51.5
HOMO-LUMO gap (alpha / beta) (hartree): 0.282 / 0.268